Computed, not measured: one molecule with the formula C4H7FN2 at a distorted geometry, with ωB97M-V/def2-TZVPD.

Properties
highest occupied orbital energy	-8.68	eV
ΔE to the lowest compared entry with this formula, charge and spin	51.9	kcal per mole
structure (SMILES)	C=NNCC(=C)F
F_max	3.7	eV/A
Kohn-Sham gap	9.70	eV

Geometry as XYZ:
```
14
Properties=species:S:1:pos:R:3:forces:R:3
C -0.017 -1.461 1.813 0.85 -0.74 -2.81
N 0.234 -1.733 0.540 -1.06 0.30 3.57
N 1.084 -0.908 -0.114 0.38 0.44 -0.22
C 0.958 0.515 0.081 -0.93 0.93 -0.49
C -0.333 1.069 -0.596 1.56 -0.55 -0.66
C -0.400 1.681 -1.774 1.17 0.27 1.25
F -1.462 0.641 -0.011 -0.05 -0.05 0.14
H -0.682 -2.110 2.332 -0.37 -0.57 0.04
H 0.434 -0.686 2.433 0.02 0.17 -0.45
H 1.051 -1.053 -1.105 -0.17 -0.73 -0.33
H 0.902 0.726 1.132 0.33 0.33 0.34
H 1.859 0.939 -0.375 -0.37 0.40 0.21
H -1.317 1.888 -2.208 -1.81 0.26 -0.66
H 0.428 2.194 -2.235 0.45 -0.46 0.07
```
Forces are in eV/Å.

Computed, not measured: C15H15N3PPt as an isolated structure at a distorted geometry, with ωB97M-V/def2-TZVPD.

Properties
highest occupied orbital energy (spin up / spin down)	-8.54 / -10.66	eV
spin multiplicity	5
ΔE to the lowest compared entry with this formula, charge and spin	29.2	kcal per mole
charge	+1
F_max	4.9	eV/A
Kohn-Sham gap (spin up / spin down)	5.85 / 4.14	eV
<S²>	6.044

Geometry as XYZ:
```
35
Properties=species:S:1:pos:R:3:forces:R:3
C -0.942 1.372 -1.161 -0.09 0.05 4.13
C -0.420 2.364 -2.040 1.49 1.69 0.51
C 0.283 3.325 -1.247 -0.25 -0.84 0.09
C 0.154 2.951 0.134 0.45 1.24 -1.81
C -0.669 1.803 0.199 -1.21 -2.49 -2.85
Pt -0.341 -2.022 0.375 2.34 1.28 0.74
P -1.924 -2.965 -0.593 -2.39 -1.72 -1.32
H -1.440 0.443 -1.404 -0.23 0.28 -0.17
H -0.546 2.381 -3.124 0.16 0.02 0.42
H 0.880 4.148 -1.630 -0.32 -0.15 0.12
H -1.053 1.324 1.091 0.08 0.02 -0.09
H 0.612 3.449 0.987 -0.16 -0.02 -0.31
H -1.418 -3.951 -1.499 -0.45 0.36 0.28
H -2.845 -2.247 -1.395 -0.03 -0.43 0.26
H -2.678 -3.752 0.328 -0.15 0.24 -0.71
N 7.784 -5.800 5.257 -0.99 0.99 -0.65
C 7.071 -5.042 4.718 0.09 0.10 -0.16
C 6.230 -4.111 4.008 2.18 -2.92 1.12
C 5.710 -4.482 2.761 -2.32 0.48 -3.01
C 4.842 -3.625 2.079 2.09 -4.02 0.06
C 4.515 -2.394 2.668 -2.33 2.58 -0.83
C 5.106 -1.966 3.859 2.43 -1.16 2.95
C 5.966 -2.839 4.535 -2.04 4.46 0.34
N 3.388 -1.699 2.189 0.53 -0.62 0.17
C 2.822 -0.522 2.690 -0.62 0.09 -0.29
C 1.595 -0.379 2.105 0.68 -1.38 -0.24
N 1.404 -1.483 1.270 0.49 1.16 0.27
C 2.505 -2.214 1.279 -0.29 0.18 0.52
H 5.954 -5.461 2.337 -0.08 0.45 0.16
H 4.396 -3.945 1.139 0.42 0.09 0.24
H 4.831 -1.013 4.297 0.30 -0.18 -0.02
H 6.409 -2.530 5.487 -0.20 -0.16 -0.44
H 3.313 0.111 3.401 0.13 0.00 0.05
H 0.809 0.353 2.178 0.29 0.13 0.22
H 2.650 -3.113 0.697 -0.01 0.21 0.25
```
Forces are in eV/Å.

Computed, not measured: C2HCeO2 as an isolated structure at a distorted geometry, with ωB97M-V/def2-TZVPD.

Properties
highest occupied orbital energy (spin up / spin down)	-8.16 / -8.17	eV
spin multiplicity	2
F_max	6.1	eV/A
Kohn-Sham gap (spin up / spin down)	6.61 / 6.60	eV
<S²>	0.752

Geometry as XYZ:
```
6
Properties=species:S:1:pos:R:3:forces:R:3
C 0.094 -0.316 1.124 1.02 -2.29 0.85
C 0.580 -1.253 1.743 -0.41 0.98 -0.23
H 0.999 -2.005 2.383 -0.18 0.36 -0.25
O -0.432 1.437 -3.811 -1.21 0.41 5.95
Ce -0.838 1.609 -1.778 1.42 -1.05 -4.67
O -0.403 0.528 0.339 -0.64 1.58 -1.65
```
Forces are in eV/Å.

Computed, not measured: a 2-piece molecular cluster, C2HBrN2O2 overall at a distorted geometry, with ωB97M-V/def2-TZVPD.

Properties
highest occupied orbital energy	-9.31	eV
ΔE to the lowest compared entry with this formula, charge and spin	43.2	kcal per mole
F_max	8.7	eV/A
Kohn-Sham gap	8.74	eV

Geometry as XYZ:
```
8
Properties=species:S:1:pos:R:3:forces:R:3
C 1.378 -1.932 0.085 -0.45 0.38 0.12
C 1.411 1.626 0.563 1.32 -5.58 -3.50
N 1.353 -0.756 0.249 -0.92 -2.73 1.89
N 1.593 0.429 -0.129 0.13 8.61 1.36
O 1.249 -3.096 0.078 0.31 -0.31 -0.21
O 1.536 2.766 0.690 -0.40 -0.37 0.34
Br -4.139 0.606 -0.082 0.02 0.02 0.09
H -4.379 0.355 -1.454 -0.01 -0.02 -0.09
```
Forces are in eV/Å.